{"formula": "C35H50Br2N2O12", "method": "ωB97M-V/def2-TZVPD", "multiplicity": 1, "homo_energy_ev": -7.7, "energy_ha": -7523.4432, "e_above_lowest_kj_mol": 963.1, "species": ["C", "C", "O", "C", "C", "C", "N", "C", "C", "C", "Br", "C", "C", "Br", "C", "C", "C", "C", "C", "C", "C", "O", "C", "C", "O", "C", "C", "C", "C", "N", "H", "H", "H", "H", "H", "H", "H", "H", "H", "H", "H", "H", "H", "H", "H", "H", "H", "H", "H", "H", "H", "H", "H", "H", "H", "H", "H", "H", "H", "H", "H", "H", "C", "C", "C", "O", "C", "O", "O", "H", "H", "H", "H", "H", "H", "C", "C", "C", "O", "C", "O", "O", "H", "H", "H", "H", "H", "H", "C", "C", "C", "O", "C", "O", "O", "H", "H", "H", "H", "H", "H"], "positions_angstrom": [[3.856, -7.137, -0.802], [3.137, -6.515, -2.137], [1.966, -7.259, -2.625], [0.945, -7.452, -1.585], [0.524, -6.036, -0.800], [0.327, -6.144, 0.811], [-0.007, -4.940, 1.644], [-0.124, -3.671, 0.848], [-0.442, -2.283, 1.720], [-0.575, -2.368, 3.385], [0.709, -1.084, 4.313], [-2.128, -2.148, 3.911], [-3.234, -1.999, 2.710], [-2.193, -0.631, 5.265], [-0.584, -0.833, 0.912], [-0.907, 0.611, 1.644], [0.411, 1.558, 1.889], [0.947, 2.344, 0.540], [2.600, 2.565, 0.538], [3.422, 1.124, 0.501], [5.052, 1.332, 0.227], [5.830, 0.579, 1.222], [5.744, -0.875, 1.016], [5.961, -1.679, -0.398], [5.506, -1.629, 2.121], [-0.435, -0.772, -0.748], [-0.127, -2.181, -1.525], [0.013, -2.088, -3.187], [0.050, -3.663, -0.770], [0.376, -4.821, -1.672], [4.665, -6.333, -0.451], [3.151, -7.304, 0.116], [4.498, -8.097, -1.092], [2.942, -5.345, -2.003], [3.951, -6.579, -3.008], [-0.062, -7.896, -2.049], [1.287, -8.226, -0.772], [0.454, -7.191, 1.352], [-0.256, -3.441, 3.800], [-2.447, -3.113, 4.537], [-4.295, -1.901, 3.248], [-3.317, -2.989, 2.049], [-3.124, -1.034, 2.050], [-1.561, 0.431, 2.598], [-1.601, 1.206, 0.877], [1.337, 1.013, 2.352], [0.116, 2.419, 2.661], [0.674, 1.818, -0.469], [0.492, 3.435, 0.495], [2.907, 3.290, -0.349], [2.894, 3.137, 1.541], [2.973, 0.416, -0.329], [3.348, 0.533, 1.535], [5.318, 2.473, 0.375], [5.361, 1.019, -0.858], [6.457, -2.734, -0.207], [6.665, -1.106, -1.174], [4.885, -1.895, -0.837], [-0.551, 0.232, -1.366], [0.215, -3.126, -3.690], [0.818, -1.293, -3.488], [-1.036, -1.711, -3.561], [9.115, 2.526, -1.391], [9.154, 1.539, -2.541], [8.741, 2.138, -3.852], [8.197, 1.029, -4.546], [7.737, 0.164, -3.593], [7.020, -0.792, -3.820], [8.190, 0.515, -2.350], [9.513, 2.062, -0.483], [9.707, 3.420, -1.611], [8.087, 2.826, -1.162], [10.143, 1.070, -2.609], [9.589, 2.557, -4.400], [7.964, 2.905, -3.757], [-7.068, 2.618, 0.784], [-6.142, 1.431, 0.965], [-4.811, 1.801, 1.546], [-3.949, 0.814, 1.008], [-4.506, 0.417, -0.175], [-3.938, -0.259, -1.011], [-5.789, 0.879, -0.294], [-8.053, 2.278, 0.446], [-7.195, 3.172, 1.718], [-6.692, 3.298, 0.013], [-6.634, 0.650, 1.556], [-4.810, 1.757, 2.639], [-4.453, 2.787, 1.230], [-11.005, 6.662, 0.815], [-9.560, 6.952, 0.457], [-9.182, 6.479, -0.914], [-7.799, 6.205, -0.781], [-7.590, 5.895, 0.534], [-6.568, 5.401, 0.971], [-8.684, 6.214, 1.294], [-11.250, 7.109, 1.784], [-11.691, 7.065, 0.064], [-11.178, 5.586, 0.916], [-9.341, 8.018, 0.587], [-9.351, 7.244, -1.677], [-9.692, 5.557, -1.216]]}